# 1
{"formula": "C42H51GeN5O3PbSSeTe", "method": "ωB97M-V/def2-TZVPD", "elements": ["Pb", "Te", "Se", "Ge", "S", "O", "O", "O", "N", "N", "N", "N", "N", "C", "C", "C", "C", "C", "C", "C", "C", "C", "C", "C", "C", "C", "C", "C", "C", "C", "C", "C", "C", "C", "C", "C", "C", "C", "C", "C", "C", "C", "C", "C", "C", "C", "C", "C", "C", "C", "C", "C", "C", "C", "C", "H", "H", "H", "H", "H", "H", "H", "H", "H", "H", "H", "H", "H", "H", "H", "H", "H", "H", "H", "H", "H", "H", "H", "H", "H", "H", "H", "H", "H", "H", "H", "H", "H", "H", "H", "H", "H", "H", "H", "H", "H", "H", "H", "H", "H", "H", "H", "H", "H", "H", "H"], "xyz": [[-0.108, -0.283, -0.440], [-1.953, -2.317, -1.661], [1.957, 1.939, 0.315], [4.926, 2.424, -0.933], [1.005, 3.324, 7.824], [-0.387, 5.033, 6.369], [2.757, -1.052, 0.894], [0.136, -3.454, -1.941], [-4.036, -1.699, -0.612], [3.361, -3.186, 0.419], [1.391, -2.232, -0.481], [-2.809, -0.060, -2.316], [-0.572, -0.673, -4.078], [-2.973, -6.568, -1.163], [-0.815, -1.704, -5.090], [-2.266, -4.292, -0.732], [0.250, 4.883, 7.375], [-0.378, -0.276, 1.757], [-2.933, 1.852, -0.754], [-3.318, 1.848, -3.708], [0.061, 0.929, 4.066], [-0.951, 1.218, 4.984], [-2.820, -5.251, -1.575], [-1.205, 1.299, -5.385], [-4.425, -2.579, 0.493], [1.651, 2.064, 5.485], [-0.670, 1.929, 6.137], [3.073, 1.811, -1.297], [-2.013, 2.393, -5.645], [-0.201, 0.257, 2.834], [-3.196, 0.520, -1.143], [-4.134, 0.147, 1.073], [-3.269, 2.309, 0.508], [-5.096, -1.738, -1.641], [5.634, 1.337, 0.545], [4.520, -3.097, 1.296], [-2.568, -6.941, 0.111], [0.518, 5.962, 8.389], [5.965, 2.126, -2.587], [0.628, 2.352, 6.380], [3.147, -4.311, -0.312], [-2.505, 0.738, -3.411], [-1.993, -6.000, 0.955], [-3.797, -0.330, -0.182], [1.073, 3.614, -0.172], [-3.080, 2.657, -4.801], [0.845, -0.302, -4.090], [2.087, -4.438, -1.125], [-3.879, 1.465, 1.420], [-1.837, -4.687, 0.533], [1.367, 1.358, 4.330], [4.859, 4.319, -0.395], [2.496, -2.090, 0.300], [1.143, -3.347, -1.201], [-1.433, 0.465, -4.298], [-1.372, -3.960, 1.193], [-3.736, 3.493, -5.010], [-0.373, 1.093, -6.049], [6.352, 1.901, 1.141], [-4.131, 1.818, 2.411], [4.499, 4.954, -1.205], [4.801, 1.035, 1.178], [5.864, 1.084, -2.894], [0.608, 3.522, -1.152], [-1.961, 0.886, 4.781], [5.603, 2.760, -3.397], [6.126, 0.442, 0.161], [3.884, -5.096, -0.201], [-0.550, -1.358, -6.098], [2.655, 2.404, 5.702], [5.444, -3.156, 0.718], [2.145, 1.148, 3.608], [-6.023, -1.311, -1.249], [-1.670, -6.290, 1.947], [1.209, -0.059, -5.098], [4.184, 4.421, 0.456], [7.025, 2.334, -2.439], [-5.273, -2.775, -1.928], [1.009, 0.564, -3.450], [1.430, -1.142, -3.714], [0.302, 3.790, 0.576], [-3.404, -7.300, -1.836], [-4.153, 2.056, -3.050], [-0.413, 6.475, 8.626], [0.965, 5.556, 9.294], [1.788, 4.434, -0.172], [-0.219, -2.585, -4.844], [3.074, 0.763, -1.603], [1.905, -5.328, -1.706], [-2.468, 2.520, -1.468], [-3.686, -2.533, 1.290], [-1.815, 3.023, -6.501], [-4.494, -3.601, 0.133], [4.480, -2.143, 1.807], [-1.454, 2.167, 6.843], [-4.597, -0.496, 1.809], [-5.402, -2.282, 0.889], [-2.698, -7.963, 0.443], [1.199, 6.688, 7.943], [4.505, -3.908, 2.024], [-3.131, -4.955, -2.572], [-1.869, -1.978, -5.079], [-4.778, -1.175, -2.513], [5.847, 4.667, -0.095], [2.571, 2.399, -2.065], [-3.034, 3.328, 0.789]], "homo_energy_ev": -6.559, "e_above_lowest_kcal_mol": 27.1, "gap_ev": 7.0, "e_lumo_ev": 0.427}

***

# 2
{"formula": "C42H51LaN14O", "method": "ωB97M-V/def2-TZVPD", "elements": ["La", "O", "N", "N", "N", "N", "N", "N", "N", "N", "N", "N", "N", "N", "N", "N", "C", "C", "C", "C", "C", "C", "C", "C", "C", "C", "C", "C", "C", "C", "C", "C", "C", "C", "C", "C", "C", "C", "C", "C", "C", "C", "C", "C", "C", "C", "C", "C", "C", "C", "C", "C", "C", "C", "C", "C", "C", "C", "H", "H", "H", "H", "H", "H", "H", "H", "H", "H", "H", "H", "H", "H", "H", "H", "H", "H", "H", "H", "H", "H", "H", "H", "H", "H", "H", "H", "H", "H", "H", "H", "H", "H", "H", "H", "H", "H", "H", "H", "H", "H", "H", "H", "H", "H", "H", "H", "H", "H", "H"], "xyz": [[-0.196, 1.201, -0.641], [1.124, -5.253, 0.717], [-2.014, -0.558, 0.537], [-1.039, -5.163, 0.319], [2.869, -1.366, 2.233], [0.361, 2.881, -2.889], [-1.475, 0.575, -3.086], [2.653, -1.558, -3.462], [-0.359, -5.361, -0.905], [1.254, 3.069, 0.864], [1.725, -0.093, -2.136], [3.569, -0.575, -3.329], [1.863, -1.088, 3.098], [1.287, -0.120, 1.233], [-2.112, 3.028, -1.695], [-1.282, 2.010, 1.208], [2.069, -5.256, -1.479], [-1.381, -4.068, 4.618], [0.690, -2.943, 4.120], [1.686, 2.719, 2.236], [-2.860, 1.093, -3.142], [-2.211, 4.274, 1.499], [1.580, -1.267, -2.742], [2.419, 3.597, 0.147], [-2.231, -0.070, 1.903], [-1.453, -1.921, 0.474], [-1.134, 3.407, 1.276], [-0.632, 0.982, -4.228], [-1.913, 1.266, 2.197], [4.333, -4.457, -2.874], [3.316, -5.759, -1.121], [-0.813, 6.196, 1.120], [-1.502, 4.340, -1.994], [-0.203, 2.435, -4.185], [-2.750, -0.908, 2.878], [2.942, -2.813, -4.198], [-3.316, -0.568, -0.151], [-2.964, -0.444, 4.169], [-2.055, 5.646, 1.432], [-0.129, -5.095, 1.220], [-2.142, 1.724, 3.498], [0.120, 3.975, 0.979], [4.437, -5.388, -1.847], [-0.069, 4.259, -2.567], [-1.311, -4.768, 3.422], [1.705, -1.848, 4.352], [3.089, -3.953, -3.231], [1.957, -4.405, -2.567], [-3.005, 2.565, -2.783], [0.888, -5.388, -0.612], [2.973, 0.286, -2.542], [2.493, -0.756, 1.138], [-0.399, -3.139, 4.956], [0.268, 5.359, 0.905], [0.795, -3.694, 2.959], [0.938, -0.354, 2.496], [-2.660, 0.877, 4.468], [-0.212, -4.573, 2.592], [-3.179, 3.846, 1.736], [1.238, 5.790, 0.695], [-3.447, 0.497, -2.452], [-3.195, -0.969, -1.157], [0.850, 2.286, 2.779], [-3.721, 0.444, -0.190], [-4.050, 2.745, -2.518], [0.724, -1.920, -2.673], [-2.152, -2.690, 0.814], [3.093, -0.771, 0.242], [-2.830, 3.186, -3.658], [2.019, 3.624, 2.753], [0.015, 4.900, -3.451], [3.454, 1.205, -2.244], [-0.544, -1.984, 1.067], [2.700, -2.210, 4.601], [2.116, -2.970, -4.892], [3.159, 2.799, 0.063], [2.903, 4.428, 0.671], [-2.221, -4.223, 5.282], [0.969, -4.057, -2.844], [-1.041, 3.084, -4.425], [-2.903, 6.293, 1.613], [5.403, -5.795, -1.583], [-3.371, -1.102, 4.924], [-1.895, 2.746, 3.755], [2.146, 3.940, -0.849], [0.628, 4.664, -1.836], [-2.095, -5.455, 3.135], [-2.145, 4.901, -2.677], [-2.821, 1.258, 5.468], [-0.687, 7.268, 1.065], [-2.985, -1.937, 2.637], [0.520, 2.602, -4.988], [3.413, -6.424, -0.273], [1.372, 2.896, -2.984], [-2.659, 3.148, -0.850], [5.224, -4.116, -3.385], [1.381, -1.160, 5.131], [-1.558, -0.437, -3.133], [2.505, 2.003, 2.195], [0.031, -0.035, 2.987], [3.842, -2.608, -4.772], [0.247, 0.339, -4.231], [-1.468, 4.909, -1.068], [-1.156, 0.812, -5.176], [-4.031, -1.205, 0.378], [-0.499, -2.557, 5.865], [1.639, -3.548, 2.297], [-1.220, -2.164, -0.569], [-3.296, 0.929, -4.135]], "homo_energy_ev": -12.114, "e_above_lowest_kcal_mol": 1.2, "gap_ev": 7.7, "charge": 2, "e_lumo_ev": -4.401}